Entry 1:
The following is a DFT calculation (the ωB97M-V functional and the def2-TZVPD basis) of C35H48MnN4OS2Se as an isolated structure.

The geometry in XYZ format:
```
92
Properties=species:S:1:pos:R:3:forces:R:3
Mn -0.03854 -0.01890 0.25068 0.08 0.13 0.73
C -3.24951 1.19682 3.70931 -0.01 -0.03 -0.03
C -2.05844 1.10448 2.77794 0.07 0.13 0.01
S -1.82130 -0.44699 1.99819 -0.05 -0.22 -0.14
C -1.27031 2.18181 2.60204 -0.02 -0.01 0.01
C -1.55968 3.47428 3.33678 0.05 -0.03 -0.01
S 0.14473 2.21481 1.54950 0.10 -0.08 -0.19
H -3.74723 0.23071 3.77348 0.00 0.01 0.00
H -3.98098 1.93307 3.35491 -0.01 0.01 0.01
H -2.95244 1.49795 4.72016 0.00 -0.01 0.02
H -1.74056 3.30555 4.40403 0.01 0.01 0.00
H -2.44539 3.98919 2.94358 -0.03 -0.01 -0.04
H -0.71469 4.15479 3.23767 0.00 0.01 0.02
C 1.82668 -0.28941 7.18061 0.00 0.00 0.01
C 1.90061 -0.60855 5.71016 0.02 0.01 -0.02
C 1.26414 -1.72107 5.18158 -0.06 0.02 0.02
C 1.28598 -2.00446 3.81971 -0.11 0.00 0.03
C 0.50739 -3.18193 3.30685 0.02 -0.06 0.00
C 1.99204 -1.16532 2.94714 -0.14 0.01 -0.19
Se 2.05886 -1.59645 1.07486 -0.07 0.23 -0.13
C 2.61753 -0.02001 3.46215 0.06 0.05 0.01
C 3.34358 0.96673 2.58531 0.10 -0.08 0.02
C 2.56725 0.23139 4.82982 -0.02 0.00 -0.01
H 1.27039 -1.05990 7.71760 0.01 0.00 0.01
H 1.32066 0.66453 7.34970 0.00 0.01 0.02
H 2.82142 -0.21695 7.63032 0.00 0.00 0.00
H 0.69294 -2.37084 5.84006 0.02 0.00 0.01
H 0.01697 -3.69895 4.13555 -0.01 -0.03 -0.01
H 1.16165 -3.87666 2.77686 -0.01 -0.04 -0.01
H -0.25704 -2.85762 2.59355 0.08 0.05 0.10
H 2.97343 0.91916 1.56431 -0.04 0.01 0.02
H 4.41919 0.74874 2.56608 -0.02 -0.03 -0.03
H 3.19840 1.98086 2.95768 0.00 0.03 0.03
H 3.04357 1.13197 5.21025 0.00 0.02 0.00
C 3.78604 4.09655 -1.04746 0.03 0.09 0.01
N 3.29361 2.76129 -0.85230 0.04 -0.19 -0.07
C 4.13815 1.61358 -1.12754 0.10 -0.04 0.01
C 3.11646 0.54247 -1.54872 -0.21 0.50 0.22
O 3.42142 -0.53188 -1.99474 0.01 -0.21 -0.05
N 1.84509 1.08646 -1.38165 0.38 -0.52 -0.40
C 2.02208 2.36398 -1.15065 -0.56 0.13 -0.01
N 1.00385 3.24403 -1.26172 0.20 0.25 0.16
H 4.67826 4.24111 -0.43723 0.01 0.01 -0.01
H 3.04956 4.83249 -0.73082 -0.01 -0.04 0.00
H 4.04138 4.29182 -2.09816 0.01 0.02 0.01
H 4.69343 1.27435 -0.25129 0.00 0.01 0.01
H 4.83126 1.80935 -1.95163 0.00 0.02 0.02
H 0.09356 2.78537 -1.24802 0.01 -0.05 -0.10
H 1.01412 3.98413 -0.57279 -0.01 -0.01 0.04
C -2.91511 3.92772 -0.81047 0.06 0.05 -0.10
C -2.51049 2.86114 -1.79718 -0.06 0.06 -0.01
C -2.62682 3.08290 -3.17831 0.02 -0.02 0.07
C -2.27118 2.05877 -4.04114 0.00 -0.04 -0.07
C -2.37231 2.26154 -5.53476 -0.01 0.01 -0.01
C -1.78771 0.84091 -3.56945 0.02 0.02 0.00
C -1.60759 0.58288 -2.18360 -0.09 0.17 0.05
C -2.03671 1.65856 -1.33128 -0.03 -0.02 -0.07
N -1.07592 -0.47713 -1.54858 -0.06 -0.34 -0.12
C -0.93242 -1.84965 -2.04756 0.13 0.09 0.07
C -1.25836 -2.74445 -0.82951 0.06 -0.03 -0.08
C -1.03865 -4.22685 -1.12645 0.01 0.01 0.05
C -1.97058 -4.64854 -2.26109 -0.05 0.00 0.01
C -1.65686 -3.80595 -3.49641 0.00 0.01 -0.01
C -0.20593 -4.05407 -3.92217 0.00 0.00 -0.01
C 0.72927 -3.62013 -2.79096 -0.05 0.01 -0.01
C 0.42127 -4.44807 -1.53753 0.01 0.01 -0.04
C 0.51482 -2.13450 -2.48328 0.10 -0.05 0.13
C -1.83948 -2.30820 -3.20448 -0.09 0.13 0.05
H -3.85545 4.40287 -1.10376 -0.01 -0.02 0.01
H -2.15580 4.71407 -0.75091 0.00 0.00 -0.01
H -3.01915 3.50686 0.18628 -0.02 -0.03 0.11
H -3.00364 4.02742 -3.55916 0.00 0.00 -0.01
H -2.90320 3.18623 -5.77010 0.00 0.00 0.00
H -2.90273 1.43233 -6.01020 0.00 0.01 0.00
H -1.38133 2.31773 -5.99369 0.00 0.00 0.01
H -1.50735 0.12082 -4.32011 0.12 -0.18 0.00
H -2.03003 1.49028 -0.25905 0.00 -0.04 0.00
H -2.28600 -2.54590 -0.51042 -0.01 0.00 -0.04
H -0.61305 -2.45511 0.00562 0.02 -0.03 -0.01
H -1.25874 -4.80731 -0.22360 0.01 -0.01 -0.02
H -3.01366 -4.49648 -1.96045 0.01 -0.01 0.00
H -1.84390 -5.71417 -2.49199 0.00 -0.01 0.00
H -2.33121 -4.08719 -4.31504 0.00 0.00 0.01
H 0.01470 -3.48266 -4.83116 0.01 0.00 0.00
H -0.05692 -5.11647 -4.15546 -0.01 0.00 0.00
H 1.77259 -3.76941 -3.08701 0.00 -0.04 0.00
H 1.08258 -4.14125 -0.72223 -0.01 0.00 0.01
H 0.59965 -5.51326 -1.73892 0.00 0.01 0.01
H 0.76412 -1.51648 -3.35058 -0.02 0.03 -0.06
H 1.20654 -1.83765 -1.69414 -0.01 0.08 0.04
H -2.88621 -2.08151 -2.97590 0.00 0.02 0.01
H -1.57061 -1.77858 -4.11752 -0.10 0.09 -0.04
```
Forces are in eV/Å.

## Properties
LUMO energy (alpha / beta) in eV: 4.38 / 4.38
2S+1: 6
Expectation value of S²: 8.757
Charge: -2
Energy in hartree: -6005.74881



Entry 2:
The following is a DFT calculation (the ωB97M-V functional and the def2-TZVPD basis) of a 2-piece molecular cluster, C9H14S overall in a non-equilibrium geometry.

The geometry in XYZ format:
```
24
Properties=species:S:1:pos:R:3:forces:R:3
C 0.74012 -0.83335 -1.05269 -0.13 -1.09 -1.04
C 2.29278 2.24454 0.49307 -0.01 -1.27 -0.03
C 1.76535 0.93260 0.34978 0.61 1.40 0.24
C 2.29763 3.06559 -0.59369 0.59 0.78 -1.50
C 1.26174 0.55400 -0.86881 -0.71 0.15 0.00
C 1.69535 2.72901 -1.83528 0.31 0.66 2.05
C 1.08300 1.51503 -1.89673 0.55 -1.66 -0.70
H 2.82333 2.53337 1.39060 -0.16 0.00 0.10
H 1.80636 0.25688 1.18949 0.03 -0.24 -0.01
H 2.92700 3.95241 -0.63676 -0.35 0.14 0.53
H 1.75434 3.50597 -2.58005 -0.30 -0.34 -0.52
H 0.86410 -1.26148 -2.05757 0.08 0.71 -0.22
H -0.33251 -0.84039 -0.91166 -0.29 -0.16 0.33
H 0.65446 1.11488 -2.81317 -0.13 0.36 -0.01
H 1.20304 -1.64242 -0.48376 -0.05 0.56 0.73
C -2.67653 -2.35559 1.94745 -0.86 -0.37 1.29
C -2.84624 -1.20724 0.96314 -0.51 0.57 0.48
S -1.13381 -3.30066 1.74802 -0.37 0.16 -0.18
H -2.71987 -2.04273 3.00595 0.80 0.51 -0.40
H -3.55834 -2.98997 2.04615 0.08 -0.52 -1.02
H -2.90036 -0.27773 1.53074 0.52 0.19 -0.17
H -1.19557 -3.28715 0.40486 0.11 -0.19 0.13
H -3.78127 -1.16909 0.39751 0.04 -0.67 0.02
H -2.02410 -1.19646 0.26344 0.14 0.31 -0.11
```
Forces are in eV/Å.

## Properties
SMILES: Cc1ccccc1.CCS
LUMO energy in eV: 0.90
2S+1: 1
Charge: 0
Energy in hartree: -749.48358
Energy above the lowest of the compared OMol25 structures with the same formula, charge and spin in eV: 0.799